15
Properties=species:S:1:pos:R:3:forces:R:3:nbo_charge:R:1 method="wB97M-V/def2-TZVPD" lumo_ev=0.8149 orbital_gap_ev=9.751 de_lowest_kj_mol=160.25 smiles=Cl[C@H]1C[C@H]2SCO[C@@H]12 largest_force_ha_per_bohr=0.0704 total_energy_ev=-30701.714
Cl -2.9467 0.4114 -0.4921 0.548 -0.300 -0.071 -0.04
C -1.5375 -0.4449 0.2094 -0.622 0.187 1.946 -0.19
C -0.6065 -1.3079 -0.5889 0.577 -0.197 -3.569 -0.45
C 0.5318 -0.8502 0.2979 1.471 -1.706 2.337 -0.40
S 2.0062 -0.3358 -0.5267 1.995 0.427 -0.568 0.19
C 1.5860 1.4265 -0.2739 -2.698 -0.091 -2.391 -0.20
O 0.1354 1.3002 -0.3031 0.145 1.855 -0.267 -0.53
C -0.2618 0.3740 0.6434 -1.849 0.510 -0.345 0.08
H -1.9276 -0.9244 1.1639 0.494 0.401 -1.275 0.22
H -0.3535 -0.6703 -1.5240 -0.764 -1.164 1.146 0.24
H -0.7230 -2.3549 -1.0027 -0.266 1.059 1.149 0.24
H 0.8595 -1.4380 1.2028 -0.802 0.171 -1.028 0.24
H 1.7722 2.1974 -1.0969 0.366 -1.507 1.061 0.23
H 1.8488 1.7795 0.6763 0.840 0.550 1.354 0.18
H -0.3832 0.8375 1.6145 0.564 -0.196 0.521 0.19